{"formula": "C2H5N3", "method": "wB97M-V/def2-TZVPD", "orbital_gap_ev": 10.2, "total_charge": 0, "de_lowest_kj_mol": 49.9, "max_force_ev_per_a": 3.0, "lumo_energy_ev": 0.647, "e_tot_ha": -243.4429, "smiles": "N#CC(N)N", "species": ["N", "C", "C", "N", "N", "H", "H", "H", "H", "H"], "coordinates": [[2.6802, -0.1672, -0.3821], [1.5704, 0.0219, -0.0975], [0.1704, 0.0892, 0.3542], [-0.4811, 1.2925, -0.1103], [-0.4064, -1.1590, 0.0237], [0.0886, 0.2063, 1.4165], [-0.6506, 1.2503, -1.1892], [-1.4348, 1.3918, 0.3734], [-1.1456, -1.4886, 0.5862], [-0.3911, -1.4373, -0.9750]], "forces_ev_per_a": [[-1.682, 0.445, 0.247], [2.028, -0.158, -0.003], [-0.793, 0.289, -0.377], [-2.066, 0.802, -2.070], [0.705, -1.027, -1.673], [0.662, -0.244, 0.816], [0.282, 0.118, 2.664], [1.927, -0.287, -1.176], [-0.819, -0.256, 0.256], [-0.244, 0.318, 1.315]]}

=====

{"formula": "C2H5N3", "method": "wB97M-V/def2-TZVPD", "orbital_gap_ev": 8.9, "total_charge": 0, "de_lowest_kj_mol": 330.0, "max_force_ev_per_a": 3.3, "lumo_energy_ev": 0.605, "e_tot_ha": -243.3363, "species": ["C", "N", "C", "N", "N", "H", "H", "H", "H", "H"], "coordinates": [[0.7635, -0.6823, -0.2174], [-0.9807, -0.5377, 0.2434], [-0.4001, 0.4947, -0.6228], [1.7375, -0.5143, 0.5733], [-0.6463, 1.7020, -0.3516], [-1.4675, -0.2113, 1.0770], [-1.4408, -1.3276, -0.1945], [1.5803, 0.1769, 1.3034], [0.0185, 2.3239, -0.8053], [0.8357, -1.4241, -1.0054]], "forces_ev_per_a": [[1.303, 1.968, -2.155], [-1.728, 0.258, -0.259], [1.412, -1.555, 2.544], [-0.537, -0.481, 0.638], [-0.294, -0.271, -0.530], [-0.051, 0.023, 0.033], [0.015, 0.110, -0.078], [0.185, 0.298, -0.379], [0.062, -0.009, -0.064], [-0.367, -0.340, 0.249]]}

=====

{"formula": "C2H5N3", "method": "wB97M-V/def2-TZVPD", "orbital_gap_ev": 9.8, "total_charge": 0, "de_lowest_kj_mol": 240.1, "max_force_ev_per_a": 2.0, "lumo_energy_ev": 0.791, "e_tot_ha": -243.3705, "smiles": "C=C/N=N\\N", "species": ["C", "C", "N", "N", "N", "H", "H", "H", "H", "H"], "coordinates": [[0.3361, -0.2964, 1.5897], [-0.4023, 0.4002, 0.7223], [0.1557, 1.3479, -0.2037], [0.1196, 1.0888, -1.4058], [-0.2043, -0.3144, -1.6222], [-0.1384, -0.8837, 2.3666], [1.4186, -0.2985, 1.5334], [-1.4848, 0.4327, 0.7848], [0.4722, -0.9159, -1.1570], [-0.2724, -0.5607, -2.6082]], "forces_ev_per_a": [[-0.412, 0.287, -0.397], [1.146, -0.137, 0.917], [-0.781, 0.317, -0.059], [0.219, -1.992, 0.040], [-0.229, 0.702, -0.501], [0.051, 0.009, -0.117], [-0.050, 0.080, 0.069], [0.032, -0.019, -0.240], [-0.253, 0.197, 0.061], [0.277, 0.557, 0.227]]}

=====

{"formula": "C2H5N3", "method": "wB97M-V/def2-TZVPD", "orbital_gap_ev": 9.8, "total_charge": 0, "de_lowest_kj_mol": 167.3, "max_force_ev_per_a": 9.5, "lumo_energy_ev": 0.608, "e_tot_ha": -243.3982, "smiles": "[H]/N=C\\N/C=N/[H]", "species": ["H", "N", "C", "N", "C", "N", "H", "H", "H", "H"], "coordinates": [[0.1843, 1.4856, 0.5736], [0.1932, 0.9817, 1.5459], [0.4149, -0.2152, 1.2918], [0.3952, -0.8769, 0.1162], [-0.1850, -0.1451, -0.9975], [-0.5030, 1.1524, -0.9104], [-1.2252, 1.2703, -1.7986], [0.4815, -1.0498, 2.1275], [0.5688, -1.7531, -0.0528], [-0.3247, -0.8499, -1.8957]], "forces_ev_per_a": [[-0.348, -0.585, 2.538], [0.791, 1.821, -1.653], [-0.033, -3.414, 4.106], [-2.376, 8.274, -3.909], [0.271, 0.303, 0.793], [-2.111, -3.798, -4.198], [2.585, 0.112, 2.520], [0.069, 1.829, -0.990], [1.281, -5.837, -0.470], [-0.129, 1.295, 1.264]]}

=====

{"formula": "C2H5N3O", "method": "wB97M-V/def2-TZVPD", "orbital_gap_ev": [9.5, 7.1], "total_charge": 0, "de_lowest_kj_mol": 669.6, "max_force_ev_per_a": 2.8, "lumo_energy_ev": [0.791, 0.550], "e_tot_ha": -318.4954, "species": ["C", "C", "N", "N", "N", "O", "H", "H", "H", "H", "H"], "coordinates": [[0.0053, 1.9781, -0.4998], [-0.4605, 0.7730, -0.8612], [0.2263, -0.2728, -1.4630], [0.8811, -0.6921, -2.3096], [0.7383, -1.9104, 1.1312], [-0.1400, -1.1925, 0.4817], [-0.5162, 2.7771, -0.0789], [1.0367, 2.0455, -0.6772], [-1.5076, 0.5944, -0.9178], [1.0864, -1.4494, 1.9522], [1.1197, -2.7162, 0.6330]], "forces_ev_per_a": [[0.991, -2.470, -0.950], [-1.202, 1.425, -1.458], [0.977, 0.828, 0.528], [-0.221, 0.152, -0.131], [-1.083, 0.621, -1.022], [-0.123, -1.561, 1.110], [-0.995, 0.718, 0.586], [1.448, 0.784, 0.091], [-0.684, -0.489, 0.483], [0.795, -0.392, 0.109], [0.096, 0.383, 0.654]]}

=====

{"formula": "C2H5N3O", "method": "wB97M-V/def2-TZVPD", "orbital_gap_ev": 9.7, "total_charge": 0, "de_lowest_kj_mol": 411.1, "max_force_ev_per_a": 6.3, "lumo_energy_ev": 0.283, "e_tot_ha": -318.5939, "smiles": "[H]/N=C(N)\\C=N/O", "species": ["H", "N", "C", "N", "C", "N", "O", "H", "H", "H", "H"], "coordinates": [[-0.4150, -0.6550, -1.6158], [0.1931, -1.2012, -0.9890], [0.3493, -0.2247, -0.0782], [1.3802, -0.3013, 0.7952], [-0.2358, 1.0410, -0.2547], [-1.4436, 1.1653, -0.3521], [-2.1264, -0.0132, -0.1651], [1.9304, -1.1573, 0.8537], [1.3248, 0.2606, 1.7100], [0.5599, 1.8380, -0.3080], [-1.5168, -0.7522, 0.4041]], "forces_ev_per_a": [[-0.248, -1.388, -0.495], [-0.008, 3.173, 1.914], [3.109, -5.011, -2.289], [0.390, 0.944, 3.226], [4.038, 2.212, 0.468], [-3.749, 0.591, -0.112], [0.516, -2.048, 2.147], [-0.496, 0.325, -0.147], [0.150, -1.300, -2.138], [-1.594, -0.183, -0.169], [-2.107, 2.684, -2.406]]}